{
  "formula": "C40H40O3S",
  "method": "wB97M-V/def2-TZVPD",
  "elements": ["C", "C", "O", "S", "O", "O", "C", "C", "H", "H", "H", "H", "C", "C", "C", "C", "C", "C", "H", "H", "H", "H", "H", "H", "C", "C", "C", "C", "C", "C", "H", "H", "H", "H", "H", "H", "C", "C", "C", "C", "C", "C", "H", "H", "H", "H", "H", "H", "C", "C", "C", "C", "C", "C", "H", "H", "H", "H", "H", "H", "C", "C", "C", "C", "C", "C", "H", "H", "H", "H", "H", "H", "C", "C", "C", "C", "C", "C", "H", "H", "H", "H", "H", "H"],
  "coordinates": [[-5.9588, -4.5988, 3.7152], [-5.0191, -3.7071, 3.4229], [-3.8138, -3.0244, 2.9803], [-2.6173, -3.3520, 4.1800], [-2.6516, -2.2787, 5.2699], [-1.0529, -3.2545, 3.4655], [-0.7108, -4.5988, 2.9996], [-0.6337, -5.7311, 3.9099], [-6.5124, -5.5225, 4.1517], [-0.4895, -4.8455, 1.8832], [-1.1860, -5.7956, 4.9143], [-0.0236, -6.6764, 3.6033], [-2.0469, -6.8537, 0.1234], [-1.2484, -7.8791, -0.3759], [-0.8932, -7.8930, -1.7221], [-1.3289, -6.8752, -2.5673], [-2.1247, -5.8479, -2.0666], [-2.4874, -5.8390, -0.7228], [-2.3265, -6.8447, 1.1725], [-0.9031, -8.6686, 0.2847], [-0.2761, -8.6959, -2.1127], [-1.0480, -6.8831, -3.6157], [-2.4630, -5.0536, -2.7253], [-3.1121, -5.0410, -0.3340], [-2.6014, -0.1691, 2.2130], [-2.6750, 0.5412, 3.4082], [-2.7437, 1.9318, 3.3890], [-2.7487, 2.6118, 2.1733], [-2.6789, 1.9008, 0.9783], [-2.6009, 0.5110, 0.9978], [-2.5443, -1.2526, 2.2278], [-2.6779, 0.0106, 4.3552], [-2.7943, 2.4859, 4.3209], [-2.8071, 3.6958, 2.1581], [-2.6844, 2.4309, 0.0305], [-2.5409, -0.0426, 0.0660], [2.6248, -1.4866, -0.6537], [1.2545, -1.6445, -0.8422], [0.7260, -2.9089, -1.0889], [1.5679, -4.0178, -1.1373], [2.9378, -3.8601, -0.9450], [3.4672, -2.5944, -0.7076], [3.0369, -0.5002, -0.4648], [0.5976, -0.7809, -0.7976], [-0.3417, -3.0308, -1.2425], [1.1552, -5.0046, -1.3248], [3.5937, -4.7247, -0.9811], [4.5357, -2.4711, -0.5632], [2.3446, 4.9242, -1.0682], [1.0719, 5.3603, -0.7097], [0.2312, 4.5281, 0.0247], [0.6672, 3.2626, 0.4092], [1.9413, 2.8280, 0.0539], [2.7787, 3.6565, -0.6883], [2.9987, 5.5719, -1.6437], [0.7346, 6.3496, -1.0037], [-0.7636, 4.8658, 0.2984], [0.0136, 2.6156, 0.9859], [2.2816, 1.8417, 0.3553], [3.7699, 3.3153, -0.9698], [8.3998, 6.2898, -0.2900], [8.7930, 5.0069, 0.0813], [7.8364, 4.0617, 0.4415], [6.4848, 4.3968, 0.4209], [6.0914, 5.6785, 0.0460], [7.0486, 6.6266, -0.3053], [9.1461, 7.0276, -0.5676], [9.8463, 4.7437, 0.0907], [8.1436, 3.0636, 0.7374], [5.7384, 3.6585, 0.6971], [5.0373, 5.9390, 0.0285], [6.7419, 7.6273, -0.5923], [-4.6299, 2.1335, -3.7685], [-3.4970, 2.2912, -2.9751], [-2.9895, 3.5648, -2.7297], [-3.6218, 4.6816, -3.2705], [-4.7570, 4.5238, -4.0609], [-5.2588, 3.2500, -4.3137], [-5.0232, 1.1405, -3.9624], [-3.0082, 1.4207, -2.5479], [-2.1020, 3.6872, -2.1164], [-3.2293, 5.6747, -3.0754], [-5.2507, 5.3949, -4.4810], [-6.1405, 3.1271, -4.9344]],
  "lowdin_charge": [0.0958, -0.1944, -0.3432, 1.0357, -0.3973, -0.3263, -0.2188, 0.0123, 0.0743, 0.1225, 0.0657, 0.0827, -0.1080, -0.0959, -0.0971, -0.0979, -0.1006, -0.0985, 0.0930, 0.1002, 0.1008, 0.1021, 0.1026, 0.1011, -0.0835, -0.0767, -0.0847, -0.1009, -0.1095, -0.0861, 0.0654, 0.0843, 0.1017, 0.0998, 0.0817, 0.0962, -0.0937, -0.0916, -0.0964, -0.0959, -0.0967, -0.0950, 0.0890, 0.0963, 0.0927, 0.0925, 0.0998, 0.1000, -0.1026, -0.0945, -0.0994, -0.0858, -0.0870, -0.0987, 0.0986, 0.1003, 0.0967, 0.0881, 0.0905, 0.0950, -0.0986, -0.0993, -0.0965, -0.0980, -0.0948, -0.0953, 0.0994, 0.0995, 0.0996, 0.0933, 0.0895, 0.0998, -0.0951, -0.0984, -0.0997, -0.0937, -0.0978, -0.0977, 0.0999, 0.0957, 0.0883, 0.0999, 0.0998, 0.0995],
  "homo_energy_ev": -9.154,
  "e_tot_ev": -59098.501,
  "homo_lumo_gap_ev": 8.71,
  "multiplicity": 1
}